118
Properties=species:S:1:pos:R:3:forces:R:3:lowdin_charge:R:1 method="wB97M-V/def2-TZVPD" homo_lumo_gap_ev=5.6 multiplicity=1 mol_weight_g_mol=832.3 charge=-2 relative_energy_kcal_mol=0.0
K 0.1731 -0.3713 -0.1201 -0.395 -0.061 -0.254 0.64
O 1.0834 -1.5965 1.9504 0.040 0.064 0.239 -0.31
C 1.3036 -0.9214 3.1049 0.080 -0.113 -0.012 -0.52
C 2.5828 0.0403 3.0047 0.063 -0.024 0.020 -0.04
C 3.2874 -0.1507 1.6989 -0.040 0.014 0.054 -0.26
C 4.2786 -1.1153 1.5624 0.012 0.004 0.001 -0.04
C 4.8827 -1.2753 0.3285 0.039 -0.013 0.004 -0.09
C 4.5023 -0.4500 -0.7121 -0.008 0.007 -0.016 -0.04
C 3.5206 0.5180 -0.4909 -0.037 0.067 -0.027 -0.24
C 3.2084 1.4827 -1.6144 -0.008 -0.035 -0.015 -0.07
C 1.9983 2.4298 -1.4201 -0.084 0.019 0.018 -0.55
O 0.8525 1.7276 -1.3132 0.195 0.203 0.164 -0.33
C 2.2559 3.3713 -0.2077 0.005 -0.018 0.008 -0.13
C 1.2067 3.6283 0.6657 0.036 0.000 -0.037 -0.03
C 1.3743 4.4631 1.7609 -0.012 -0.003 -0.007 -0.09
C 2.6026 5.0639 2.0043 0.008 0.005 0.011 -0.12
C 3.6542 4.8292 1.1287 0.003 0.006 0.007 -0.11
C 3.4766 3.9983 0.0310 -0.022 -0.014 -0.007 -0.04
C 1.9270 3.4031 -2.6368 -0.047 -0.056 -0.065 -0.11
C 0.6521 3.8227 -3.0130 0.002 0.007 -0.006 -0.02
C 0.4646 4.6960 -4.0708 0.025 0.036 -0.029 -0.09
C 1.5555 5.1724 -4.7907 -0.037 -0.003 -0.017 -0.13
C 2.8287 4.7580 -4.4351 0.022 -0.030 0.009 -0.12
C 3.0104 3.8822 -3.3683 0.005 0.044 0.013 -0.05
N 2.9145 0.6431 0.6891 0.136 -0.016 -0.023 0.19
C 1.6389 -1.8714 4.2821 -0.013 0.006 -0.038 -0.16
C 1.9598 -3.1925 4.0062 -0.002 -0.003 0.006 -0.02
C 2.3314 -4.0655 5.0234 -0.006 -0.008 -0.003 -0.09
C 2.3843 -3.6280 6.3385 0.004 0.000 0.005 -0.13
C 2.0682 -2.3040 6.6261 0.003 -0.005 0.002 -0.11
C 1.7049 -1.4381 5.6067 -0.001 0.011 -0.014 -0.05
C 0.0490 -0.0885 3.4425 -0.078 -0.031 0.047 -0.13
C -0.1413 1.1706 2.8785 0.023 0.023 -0.025 -0.04
C -1.3109 1.8891 3.0889 -0.005 -0.014 -0.030 -0.09
C -2.3262 1.3581 3.8694 -0.016 -0.011 0.020 -0.12
C -2.1671 0.0889 4.4107 -0.027 0.008 -0.038 -0.10
C -0.9996 -0.6261 4.1907 0.059 0.002 0.017 -0.03
H 3.2804 -0.1813 3.8149 -0.015 -0.003 0.005 0.11
H 2.3132 1.0903 3.0949 -0.007 0.002 -0.001 0.10
H 4.5372 -1.7403 2.4079 0.000 -0.005 0.003 0.11
H 5.6384 -2.0389 0.1787 -0.002 0.005 0.000 0.10
H 4.9567 -0.5335 -1.6923 0.004 -0.006 -0.002 0.11
H 2.9982 0.9025 -2.5187 -0.013 0.018 -0.004 0.13
H 4.1399 2.0241 -1.8083 0.010 0.023 -0.028 0.09
H 0.2662 3.1326 0.4645 -0.036 -0.006 -0.005 0.09
H 0.5446 4.6352 2.4378 -0.004 0.003 0.007 0.09
H 2.7395 5.7051 2.8674 0.002 0.003 0.000 0.08
H 4.6195 5.2920 1.3041 0.003 0.001 -0.003 0.09
H 4.3096 3.8352 -0.6431 0.017 0.000 0.006 0.10
H -0.1872 3.4176 -2.4627 0.042 0.000 0.027 0.09
H -0.5406 4.9961 -4.3445 -0.003 -0.005 0.000 0.09
H 1.4109 5.8479 -5.6262 0.005 0.005 0.002 0.08
H 3.6907 5.1093 -4.9924 0.000 0.003 -0.001 0.09
H 4.0198 3.5789 -3.1205 0.022 -0.003 0.020 0.09
H 1.9050 -3.5055 2.9716 0.006 0.002 -0.003 0.09
H 2.5752 -5.0951 4.7852 0.003 -0.004 0.002 0.09
H 2.6661 -4.3086 7.1338 0.002 -0.001 0.002 0.08
H 2.1028 -1.9486 7.6501 0.000 0.003 0.006 0.09
H 1.4570 -0.4077 5.8395 -0.001 0.006 0.001 0.12
H 0.6278 1.5979 2.2457 -0.008 0.021 -0.010 0.09
H -1.4324 2.8570 2.6176 -0.008 0.018 -0.008 0.10
H -3.2474 1.9079 4.0205 0.007 0.000 0.004 0.10
H -2.9684 -0.3573 4.9888 -0.002 -0.001 0.006 0.09
H -0.9007 -1.6235 4.6012 0.011 -0.010 0.015 0.12
C 0.0715 -0.3470 -3.7519 -0.089 -0.077 -0.050 -0.16
O -0.6585 -1.4350 -3.2211 0.041 0.005 -0.015 -0.31
Si -2.3377 -1.4550 -3.0230 0.062 0.011 0.020 0.28
C -3.0191 -1.1138 -4.7658 0.016 0.042 0.002 -0.17
C -2.5938 -3.3195 -2.8418 0.003 0.014 -0.010 -0.17
C -3.0109 -0.4442 -1.7060 0.041 -0.027 0.024 -0.43
Si -3.2687 1.3374 -1.8986 -0.067 -0.015 -0.071 0.35
C -2.5418 2.1473 -3.4528 0.089 -0.028 0.017 -0.18
C -2.5289 2.3865 -0.5110 -0.007 0.020 0.029 -0.17
C -5.1053 1.8427 -2.0381 0.016 0.015 -0.011 -0.20
Si -3.9179 -1.2330 -0.3557 0.007 0.026 0.030 0.34
C -5.6332 -1.9134 -0.8485 0.012 -0.002 0.008 -0.19
C -3.0628 -2.6706 0.5384 0.004 0.001 0.003 -0.18
C -4.3209 -0.0886 1.1053 -0.028 -0.078 -0.031 -0.19
H -0.4186 0.0754 -4.6396 0.007 -0.004 0.006 0.07
H 1.0551 -0.7147 -4.0638 0.024 -0.007 0.007 0.08
H 0.2242 0.4507 -3.0171 -0.012 0.029 -0.005 0.05
H -2.5331 -1.7675 -5.4972 0.007 -0.017 -0.003 0.02
H -2.8956 -0.0837 -5.0980 0.007 0.015 -0.006 -0.01
H -4.0907 -1.3337 -4.7677 -0.024 0.002 -0.010 0.02
H -2.3182 -3.8008 -3.7851 0.001 -0.006 0.000 0.02
H -3.6245 -3.5903 -2.6041 -0.027 0.001 0.009 0.01
H -1.9415 -3.7137 -2.0644 0.016 -0.024 0.036 -0.03
H -1.4733 1.9452 -3.5546 -0.052 0.000 -0.033 0.01
H -2.6618 3.2315 -3.3506 0.007 0.017 0.007 0.02
H -3.0445 1.8491 -4.3741 -0.030 -0.014 0.008 0.01
H -1.4387 2.3144 -0.5942 0.026 0.013 0.021 0.00
H -2.8263 2.0494 0.4845 0.027 0.015 -0.050 0.00
H -2.8087 3.4420 -0.6139 0.017 -0.008 -0.002 0.03
H -5.5276 1.4118 -2.9513 0.004 -0.009 -0.008 0.02
H -5.2146 2.9312 -2.0923 -0.003 0.016 -0.005 0.01
H -5.7065 1.4847 -1.2021 -0.049 -0.032 0.087 0.00
H -5.5654 -2.6337 -1.6678 0.019 -0.009 -0.008 0.00
H -6.2626 -1.0872 -1.1927 -0.008 0.005 -0.007 0.01
H -6.1364 -2.3999 -0.0055 -0.008 -0.005 0.005 0.01
H -2.8759 -3.5279 -0.1069 0.001 -0.055 -0.042 0.00
H -3.6893 -3.0060 1.3726 -0.015 0.003 -0.002 0.03
H -2.1010 -2.3594 0.9586 0.020 0.016 0.002 0.02
H -4.8394 0.8266 0.8216 -0.054 0.077 -0.028 0.01
H -3.4115 0.1944 1.6361 0.051 0.010 0.030 0.01
H -4.9564 -0.6327 1.8124 -0.010 -0.005 0.008 0.03
C 0.5614 -5.2870 -1.5861 0.001 -0.007 -0.009 -0.32
P 0.4804 -3.8072 -0.4869 0.039 0.055 0.064 0.83
C 0.0238 -4.6242 1.0902 -0.014 -0.043 -0.012 -0.31
C 2.2733 -3.5524 -0.1904 -0.005 -0.096 -0.031 -0.31
H 1.2125 -6.0625 -1.1698 -0.003 -0.006 -0.006 0.02
H 0.9367 -4.9893 -2.5666 0.007 0.004 -0.009 0.03
H -0.4396 -5.6976 -1.7276 -0.012 -0.002 -0.003 0.02
H 0.7087 -5.4385 1.3513 0.006 0.002 0.002 0.03
H -0.9931 -5.0155 1.0187 0.002 0.009 0.003 0.03
H 0.0479 -3.8540 1.8622 -0.009 0.004 0.013 0.01
H 2.7788 -4.4818 0.0971 0.003 0.002 0.004 0.04
H 2.3634 -2.8155 0.6116 -0.021 0.002 0.001 0.00
H 2.7460 -3.1548 -1.0911 0.003 0.009 0.000 0.03